Below is C26H40BrO4PSW as an isolated structure, with properties calculated with ωB97M-V with the def2-TZVPD basis set.

```
! wB97M-V def2-TZVPD RIJCOSX def2/J DEFGRID3
* xyz 2 3
W 0.933 -1.761 0.404
C -5.792 1.175 1.899
C -5.115 1.834 0.698
C -6.003 1.635 -0.539
C -4.953 3.334 0.986
C -3.742 1.231 0.416
C -3.216 0.196 1.179
C -1.975 -0.281 0.826
Br -1.171 -1.711 1.865
C -1.215 0.189 -0.227
O 0.004 -0.396 -0.486
C -1.713 1.244 -1.000
C -2.969 1.722 -0.643
C -0.908 1.836 -2.162
C 0.419 2.403 -1.635
C -1.666 2.982 -2.838
C -0.646 0.758 -3.225
H -6.764 1.638 2.061
H -5.214 1.306 2.817
H -5.964 0.108 1.736
H -6.991 2.059 -0.353
H -6.127 0.575 -0.768
H -5.593 2.130 -1.420
H -5.929 3.774 1.192
H -4.524 3.870 0.139
H -4.316 3.501 1.856
H -3.756 -0.224 2.016
H -3.383 2.532 -1.225
H 0.237 3.183 -0.892
H 0.979 2.850 -2.457
H 1.046 1.631 -1.186
H -1.866 3.803 -2.148
H -2.610 2.647 -3.271
H -1.056 3.377 -3.650
H -0.026 -0.053 -2.844
H -0.127 1.205 -4.074
H -1.585 0.337 -3.590
S 0.179 -3.746 -0.395
C 1.101 -4.070 -1.892
C 1.972 -5.152 -1.930
C 2.694 -5.390 -3.093
C 2.543 -4.560 -4.195
C 1.657 -3.491 -4.149
C 0.927 -3.241 -2.996
H 2.080 -5.804 -1.073
H 3.369 -6.235 -3.137
H 3.107 -4.755 -5.097
H 1.523 -2.857 -5.016
H 0.216 -2.425 -2.960
C 4.712 0.588 5.027
C 4.643 -0.775 4.397
O 3.933 -0.674 3.092
P 2.510 -1.311 2.907
O 2.724 -2.302 1.508
C 3.850 -2.034 0.578
C 3.287 -1.858 -0.819
O 1.819 -0.211 1.824
C 1.258 1.065 2.321
C 2.202 2.192 1.995
H 5.274 0.521 5.958
H 3.716 0.966 5.264
H 5.222 1.295 4.374
H 4.113 -1.497 5.020
H 5.621 -1.173 4.144
H 4.507 -2.898 0.633
H 4.373 -1.148 0.922
H 2.999 -2.788 -1.301
H 4.025 -1.363 -1.454
H 2.466 -1.088 -0.892
H 1.092 0.952 3.395
H 0.293 1.176 1.830
H 3.170 2.047 2.474
H 1.776 3.128 2.359
H 2.342 2.280 0.918
*
```

Calculated total energy (eV): -127779.9291
Expectation value of S²: 2.020
Gap between HOMO and LUMO (alpha / beta) (eV): 7.11 / 6.68
Maximum force (eV/Å): 0.264
Energy above the lowest of the compared OMol25 structures with the same formula, charge and spin (eV): 0.0540

Results of the Löwdin charge analysis, in e, for atoms 1 through 2: 1.18, -0.06